Entry 1:
{"formula": "C36H26BrI2N5NaO6", "method": "ωB97M-V/def2-TZVPD", "species": ["Na", "O", "C", "O", "C", "C", "C", "C", "C", "N", "C", "O", "O", "H", "H", "H", "H", "H", "I", "C", "C", "C", "I", "C", "O", "C", "C", "N", "C", "C", "C", "C", "C", "C", "N", "C", "H", "H", "H", "H", "H", "H", "H", "H", "H", "H", "H", "Br", "C", "C", "C", "C", "O", "C", "C", "N", "C", "C", "C", "C", "C", "C", "C", "C", "N", "C", "C", "H", "H", "H", "H", "H", "H", "H", "H", "H", "H"], "xyz": [[0.51, 0.30, 1.01], [1.64, -3.58, 3.04], [1.28, -2.49, 2.34], [1.89, -2.15, 1.36], [0.15, -1.75, 2.94], [0.23, -1.54, 4.31], [-0.30, -0.49, 5.10], [-0.93, 0.64, 4.65], [-1.29, 0.72, 3.27], [-0.75, -1.34, 2.05], [-1.04, 1.68, 2.29], [-0.55, 2.89, 2.70], [-1.22, 1.49, 1.08], [2.43, -3.97, 2.62], [0.93, -2.17, 4.83], [-0.07, -0.55, 6.16], [-1.22, 1.42, 5.33], [-0.11, 2.76, 3.55], [7.53, -0.86, 0.29], [5.63, -0.21, 0.96], [5.30, -0.39, 2.30], [4.07, 0.04, 2.71], [3.54, -0.13, 4.75], [3.08, 0.61, 1.87], [1.92, 0.89, 2.30], [3.52, 0.87, 0.55], [2.67, 1.64, -0.42], [2.44, 0.83, -1.60], [2.07, 1.51, -2.82], [0.60, 1.78, -3.02], [0.04, 1.74, -4.30], [-1.31, 2.03, -4.45], [-2.05, 2.34, -3.32], [-1.40, 2.34, -2.09], [-0.12, 2.06, -1.95], [4.75, 0.42, 0.10], [6.00, -0.84, 2.99], [3.22, 2.54, -0.72], [1.74, 1.97, 0.08], [1.75, 0.13, -1.37], [2.43, 0.89, -3.65], [2.60, 2.47, -2.84], [0.65, 1.49, -5.15], [-1.77, 2.02, -5.43], [-3.10, 2.59, -3.40], [-1.91, 2.57, -1.17], [5.02, 0.59, -0.93], [-7.24, 1.57, 1.85], [-5.55, 0.73, 2.03], [-5.20, 0.18, 3.26], [-3.92, -0.33, 3.38], [-3.02, -0.34, 2.31], [-1.72, -0.59, 2.79], [-3.43, 0.06, 1.02], [-2.79, -0.09, -0.25], [-1.94, -0.97, -0.62], [-1.67, -1.15, -1.94], [-2.65, -1.05, -2.92], [-2.38, -1.24, -4.27], [-1.12, -1.58, -4.69], [-0.10, -1.78, -3.73], [1.19, -2.22, -4.08], [2.12, -2.42, -3.10], [1.77, -2.15, -1.77], [0.58, -1.73, -1.42], [-0.36, -1.56, -2.35], [-4.70, 0.67, 0.95], [-5.87, 0.20, 4.10], [-3.57, -0.67, 4.34], [-3.19, 0.61, -1.00], [-3.67, -0.82, -2.63], [-3.17, -1.10, -4.99], [-0.89, -1.72, -5.73], [1.41, -2.42, -5.13], [3.12, -2.77, -3.34], [2.47, -2.26, -0.97], [-5.01, 1.12, 0.01]], "mulliken_charge": [0.6181, -0.5884, -0.3379, -0.2326, 1.6143, -1.1211, -0.4782, -1.3241, 1.2115, -0.9717, -0.4315, -0.6901, -0.3779, 0.4386, 0.5284, 0.4307, 0.5504, 0.3894, -0.0600, -0.5373, -0.3655, 0.0268, -0.0479, -0.0043, -0.6170, 0.3403, -0.9865, 0.7353, -1.3326, 0.7314, -0.7483, -0.3926, -0.7599, -0.7535, 0.0285, -0.4431, 0.3680, 0.8374, 0.3531, -0.8653, 0.3719, 0.4467, 0.4224, 0.4154, 0.4225, 0.9415, 0.4569, -0.2330, -0.3478, -0.5406, -0.6577, 0.7489, 0.6669, 0.5478, 0.0065, -0.3145, -0.1789, -0.0633, -0.9093, -0.8511, 1.4501, -0.9715, -0.9966, -0.0931, -0.2764, 0.4488, -1.1400, 0.4322, 0.4664, 0.2200, 0.5573, 0.4015, 0.3862, 0.3948, 0.4476, 0.6127, 0.5737], "charge": -1, "e_homo_ev": -3.577, "spin_multiplicity": 1, "e_above_lowest_kj_mol": 119.5}

***

Entry 2:
{"formula": "C4H10O", "method": "ωB97M-V/def2-TZVPD", "species": ["C", "C", "C", "C", "O", "H", "H", "H", "H", "H", "H", "H", "H", "H", "H"], "xyz": [[1.94, 0.18, -0.24], [0.62, -0.58, -0.19], [-0.61, 0.32, -0.29], [-1.90, -0.49, -0.30], [-0.70, 1.20, 0.82], [1.98, 0.96, 0.53], [2.09, 0.66, -1.22], [2.79, -0.49, -0.07], [0.59, -1.32, -1.01], [0.55, -1.15, 0.75], [-0.55, 0.90, -1.22], [-1.93, -1.16, -1.16], [-1.97, -1.08, 0.62], [-2.76, 0.18, -0.34], [-0.06, 1.91, 0.69]], "nbo_charge": [-0.6108, -0.4189, 0.0997, -0.6180, -0.7258, 0.1977, 0.2009, 0.2158, 0.2011, 0.2041, 0.1500, 0.2079, 0.2105, 0.2184, 0.4674], "charge": 0, "e_homo_ev": -10.205, "spin_multiplicity": 1, "e_above_lowest_kj_mol": 13.0}

***

Entry 3:
{"formula": "C19H43InO2P3S", "method": "ωB97M-V/def2-TZVPD", "species": ["In", "P", "P", "P", "H", "C", "C", "H", "C", "C", "C", "C", "C", "C", "C", "C", "C", "H", "H", "H", "H", "H", "H", "H", "H", "H", "H", "H", "H", "H", "H", "H", "H", "H", "H", "H", "H", "H", "H", "H", "H", "H", "H", "H", "H", "H", "C", "C", "C", "C", "C", "C", "O", "H", "H", "H", "H", "H", "H", "C", "S", "C", "O", "H", "H", "H", "H", "H", "H"], "xyz": [[0.13, -0.05, -0.28], [1.43, -0.25, -2.47], [-2.12, 0.83, -1.41], [1.01, 0.41, 2.13], [-4.30, -0.75, 1.96], [-3.76, -0.40, 2.84], [-3.85, 0.87, 3.28], [-4.38, 1.64, 2.70], [1.18, -1.85, -3.30], [1.01, 1.00, -3.74], [3.23, -0.09, -2.28], [-3.52, 1.23, -0.31], [-1.98, 2.39, -2.36], [-2.90, -0.32, -2.61], [-0.19, 1.12, 3.32], [2.48, 1.50, 2.27], [1.59, -1.10, 2.97], [-3.19, -1.16, 3.40], [-3.41, 1.17, 4.23], [2.17, -2.31, -3.42], [0.72, -1.69, -4.28], [0.53, -2.54, -2.72], [1.73, 0.95, -4.56], [1.04, 2.01, -3.30], [0.00, 0.82, -4.15], [3.72, -0.18, -3.26], [3.61, -0.88, -1.62], [3.48, 0.89, -1.84], [-4.46, 0.98, -0.83], [-3.50, 2.31, -0.09], [-3.48, 0.68, 0.64], [-2.70, 2.39, -3.19], [-0.97, 2.53, -2.75], [-2.20, 3.23, -1.68], [-3.68, 0.22, -3.16], [-3.36, -1.15, -2.06], [-2.16, -0.71, -3.32], [-0.03, 0.65, 4.30], [-1.22, 0.93, 3.00], [-0.03, 2.20, 3.40], [3.17, 1.05, 3.00], [2.18, 2.50, 2.61], [2.98, 1.56, 1.30], [2.33, -0.85, 3.75], [2.07, -1.75, 2.22], [0.74, -1.63, 3.41], [0.89, -3.93, 0.51], [0.83, -4.93, -0.47], [0.80, -6.27, -0.07], [0.81, -6.60, 1.29], [0.92, -5.60, 2.25], [0.99, -4.26, 1.86], [0.87, -2.59, 0.15], [0.58, -2.50, -0.80], [0.82, -4.66, -1.52], [0.75, -7.05, -0.82], [0.71, -7.65, 1.60], [0.95, -5.84, 3.31], [1.10, -3.48, 2.62], [1.06, 5.21, -1.41], [1.48, 3.95, -0.19], [0.53, 4.60, 1.19], [0.80, 2.66, -0.64], [1.66, 6.11, -1.21], [-0.01, 5.43, -1.33], [1.31, 4.82, -2.41], [-0.43, 4.94, 0.80], [0.38, 3.81, 1.93], [1.07, 5.44, 1.63]], "nbo_charge": [1.1344, 0.9093, 0.9151, 0.9484, 0.1998, -0.4218, -0.3831, 0.2054, -0.9538, -0.9414, -0.9426, -0.9516, -0.9224, -0.9316, -0.9476, -0.9296, -0.9409, 0.2097, 0.2154, 0.2924, 0.2888, 0.2359, 0.2935, 0.2701, 0.2586, 0.2871, 0.2723, 0.2701, 0.2823, 0.2653, 0.2741, 0.2797, 0.2553, 0.2667, 0.2841, 0.2733, 0.2458, 0.2889, 0.2778, 0.2599, 0.2868, 0.2643, 0.2603, 0.2843, 0.2683, 0.2686, 0.3281, -0.3081, -0.1623, -0.1842, -0.1630, -0.3007, -0.7473, 0.4710, 0.2055, 0.2476, 0.2516, 0.2447, 0.2086, -0.8077, 1.2428, -0.8100, -1.0739, 0.2814, 0.2412, 0.2577, 0.2455, 0.2262, 0.2795], "charge": 3, "e_homo_ev": -15.986, "spin_multiplicity": 1, "e_above_lowest_kj_mol": 0.0}

***

Entry 4:
{"formula": "CH4BrFeN2O", "method": "ωB97M-V/def2-TZVPD", "species": ["Fe", "Br", "C", "O", "N", "N", "H", "H", "H", "H"], "xyz": [[-3.08, -0.53, 2.12], [-1.32, -0.01, 2.26], [0.17, 0.41, -0.49], [-0.75, 1.22, -0.34], [0.56, -0.39, 0.42], [0.97, 0.37, -1.50], [0.02, -0.46, 1.27], [1.06, -1.24, 0.20], [1.71, -0.30, -1.67], [0.66, 0.94, -2.28]], "mulliken_spin": [3.5917, 0.4272, -0.0281, 0.8914, 0.1137, 0.0302, -0.0285, -0.0006, 0.0033, -0.0003], "charge": 2, "e_homo_ev": [-19.517, -19.442], "spin_multiplicity": 6, "e_above_lowest_kj_mol": 376.2}

***

Listing DFT total energy for the structures above in their given order: -5444.3457, -233.6400, -2511.6207, -4062.0761 Ha.